1.
Below is a molecular structure, C20H22F9MgO11, with properties calculated with ωB97M-V/def2-TZVPD.

Results
⟨S²⟩: 0.75
HOMO-LUMO gap (alpha / beta): 2.904 / 5.691 eV
F_max: 0.119 hartree/bohr
HOMO level (alpha / beta): 1.29 / -1.49 eV

Structure (ORCA input):
```
! RIJCOSX wB97M-V def2-TZVPD def2/J DEFGRID3
* xyz -2 2
Mg 0.403 0.149 -0.113
C -1.920 -3.104 -0.979
C -1.104 -1.920 -0.833
C -0.297 -1.387 -2.119
O 0.490 -0.489 -1.906
C -0.478 -2.126 -3.352
C -1.225 -3.223 -3.433
C -1.995 -3.705 -2.199
O -2.604 -4.848 -2.276
O -1.183 -3.973 -4.528
O -0.867 -1.259 0.170
H -2.426 -3.547 -0.134
H 0.116 -1.851 -4.211
C 2.211 3.956 0.097
C 2.303 2.737 -0.755
O 1.644 1.614 -0.273
H 1.192 4.334 0.180
H 2.804 4.765 -0.328
H 2.552 3.860 1.128
H 3.381 2.577 -0.799
H 1.985 2.881 -1.787
C -1.141 3.732 -3.324
C -1.612 2.292 -3.159
O -2.593 2.239 -2.124
C -2.345 1.817 -0.828
O -1.229 1.423 -0.437
C -3.597 1.841 0.040
F -3.369 2.542 1.164
F -4.706 2.326 -0.573
F -3.898 0.576 0.475
H -0.289 3.755 -4.003
H -0.638 4.061 -2.414
H -1.891 4.451 -3.654
H -0.811 1.564 -3.034
H -2.099 1.857 -4.032
C -3.062 -1.129 4.477
C -1.859 -0.780 3.597
O -1.110 0.380 4.030
C -0.135 0.833 3.215
O 0.149 0.436 2.093
C 0.519 2.140 3.759
F 1.891 2.053 3.530
F 0.071 3.114 2.985
F 0.227 2.291 5.020
H -3.445 -2.118 4.225
H -3.804 -0.364 4.252
H -2.831 -1.081 5.541
H -2.241 -0.763 2.576
H -1.229 -1.669 3.591
C 2.748 -3.331 -1.767
C 3.801 -2.478 -1.141
O 3.727 -2.490 0.299
C 2.769 -1.713 0.965
O 1.850 -1.215 0.380
C 2.860 -1.785 2.510
F 2.800 -0.526 2.947
F 1.827 -2.511 3.012
F 3.996 -2.308 2.950
H 2.565 -3.023 -2.796
H 1.803 -3.253 -1.228
H 2.981 -4.396 -1.743
H 3.593 -1.441 -1.404
H 4.773 -2.789 -1.523
*
```

Atom charges from the natural (NBO) analysis, given in e for atoms 1 to 2: 1.79 -0.55



2.
Below is C2H4N2S2 in the gas phase, with properties calculated with ωB97M-V/def2-TZVPD.

Results
ΔE to the lowest compared entry with this formula, charge and spin: 285.5 kJ/mol
SMILES: [S-][N+]1=NCSC1
HOMO-LUMO gap (alpha / beta): 7.914 / 7.943 eV
F_max: 0.103 hartree/bohr
HOMO level (alpha / beta): -8.82 / -8.81 eV

Structure (ORCA input):
```
! RIJCOSX wB97M-V def2-TZVPD def2/J DEFGRID3
* xyz 0 1
S -1.274 -0.666 2.236
N -0.587 -0.264 0.851
N -1.195 0.465 -0.127
C -0.362 0.768 -1.198
S 1.175 -0.271 -1.124
C 0.800 -0.643 0.607
H -0.870 0.573 -2.145
H -0.062 1.823 -1.177
H 1.450 -0.076 1.281
H 0.925 -1.709 0.795
*
```

Atom charges from the natural (NBO) analysis, given in e for atoms 1 to 2: 0.08 -0.23